# 1
Molecular formula: C57H85F6N6O23S2
Method: DFT, wB97M-V/def2-TZVPD

## Properties
Charge ... -1
HOMO-LUMO gap ... 0.2684 hartree

Structure (XYZ):
```
179
Properties=species:S:1:pos:R:3:lowdin_charge:R:1
C -2.9593 -1.6012 -1.2790 -0.545
F -3.5738 -1.9856 -0.1024 0.096
F -3.3035 -2.4830 -2.2299 0.118
F -3.4315 -0.4300 -1.7325 0.118
S -1.0028 -1.5935 -0.9761 0.735
O -0.6758 -2.9644 -0.4802 -0.303
O -0.4140 -1.3290 -2.3042 -0.313
N -0.7894 -0.2621 0.0886 -0.309
S 0.5660 -0.7000 0.6950 0.590
O 0.5056 -1.5667 1.8718 -0.293
O 1.6787 -1.1181 -0.2088 -0.301
C 1.2190 0.9214 1.4863 -0.614
F 0.3244 1.3846 2.3203 0.145
F 2.3018 0.5909 2.2257 0.118
F 1.4662 1.8700 0.5506 0.120
O -4.8635 3.0008 -4.7443 0.157
C -4.7586 1.8459 -4.9386 -0.508
O -5.5240 0.9399 -4.3281 0.034
C -5.2477 -0.3872 -4.8838 -0.109
C -3.8731 -0.2343 -5.5796 -0.168
C -3.8311 1.2107 -5.9679 -0.070
H -6.0521 -0.7229 -5.5382 0.119
H -5.1753 -1.1625 -4.1210 0.107
H -3.7854 -0.8998 -6.4383 0.115
H -3.0419 -0.4474 -4.9075 0.094
H -4.1898 1.3031 -6.9931 0.137
H -2.8319 1.6277 -5.8424 0.101
O -1.1046 -6.6416 -2.1795 0.105
C -2.3140 -6.6147 -2.2739 -0.599
O -2.9585 -7.6046 -2.6693 0.088
C -4.3678 -7.4125 -2.7809 -0.132
C -4.6094 -6.2198 -1.8936 -0.127
C -3.2050 -5.5928 -1.7016 -0.060
H -4.8592 -8.3246 -2.4421 0.127
H -4.7104 -7.2530 -3.8034 0.124
H -4.8810 -6.5605 -0.8945 0.116
H -5.3310 -5.5032 -2.2858 0.113
H -2.9045 -5.6012 -0.6539 0.137
H -2.9508 -4.6716 -2.2260 0.113
O -5.6571 5.2729 -2.8827 0.081
C -5.6935 4.2262 -2.2386 -0.467
O -6.8827 3.6406 -1.9776 0.026
C -6.7700 2.5579 -1.1058 -0.176
C -5.2768 2.1969 -1.0135 -0.125
C -4.5865 3.5090 -1.5107 -0.055
H -7.2756 1.6914 -1.5321 0.121
H -7.2066 2.8035 -0.1377 0.122
H -4.9426 1.3830 -1.6569 0.085
H -5.1025 1.9337 0.0297 0.089
H -3.8699 3.2157 -2.2780 0.093
H -4.2045 4.1042 -0.6814 0.126
O 4.9691 -0.4281 -1.7161 0.048
C 4.9833 0.6736 -1.1190 -0.386
O 4.8724 0.7023 0.2442 0.020
C 4.8662 2.0963 0.6889 -0.165
C 5.6436 2.7632 -0.3364 -0.193
C 5.3244 2.0516 -1.6714 -0.029
H 5.4048 2.1826 1.6326 0.136
H 3.8582 2.5109 0.6805 0.109
H 6.6896 2.5953 -0.0801 0.120
H 5.5547 3.8473 -0.2660 0.114
H 6.1996 2.0831 -2.3203 0.132
H 4.4437 2.5739 -2.0450 0.103
O -1.0549 2.4738 6.2450 0.093
C -1.1844 1.3612 5.8052 -0.507
O -1.9074 1.0203 4.7345 0.040
C -1.7228 -0.3527 4.3493 -0.123
C -0.3639 -0.6932 5.0452 -0.124
C -0.3450 0.2218 6.2813 -0.070
H -1.5678 -0.4796 3.2779 0.085
H -2.4992 -1.0598 4.6413 0.121
H 0.4356 -0.3517 4.3877 0.093
H -0.2467 -1.7507 5.2818 0.109
H 0.6851 0.5295 6.4611 0.111
H -0.7416 -0.2808 7.1635 0.131
O 3.4774 6.1855 5.1350 0.066
C 3.1523 4.9798 5.0568 -0.435
O 2.1898 4.4240 5.8109 0.028
C 2.1267 2.9692 5.6569 -0.120
C 2.7532 2.7299 4.2799 -0.158
C 3.7258 3.8890 4.1729 -0.075
H 1.1073 2.5842 5.6845 0.082
H 2.6520 2.3069 6.3450 0.127
H 1.9421 2.8397 3.5600 0.089
H 3.3127 1.7984 4.1945 0.116
H 3.7497 4.2299 3.1378 0.118
H 4.7224 3.5747 4.4829 0.132
O 5.7293 -2.9165 4.9886 0.059
C 5.2149 -3.0181 3.8731 -0.505
O 5.9358 -3.3354 2.8291 0.039
C 5.1956 -3.4547 1.5724 -0.094
C 3.8758 -2.6734 1.8786 -0.117
C 3.7904 -2.7051 3.4644 -0.046
H 5.0295 -4.4921 1.2820 0.092
H 5.6201 -2.9423 0.7092 0.113
H 2.9691 -3.0906 1.4404 0.094
H 3.9463 -1.6237 1.5933 0.087
H 3.2122 -3.5631 3.8075 0.118
H 3.3291 -1.7780 3.8048 0.110
O 1.0549 5.1332 1.6803 0.051
C 0.0938 5.5001 2.4011 -0.424
O -0.4346 6.6635 2.2214 0.076
C -1.4908 6.8984 3.1598 -0.114
C -1.8416 5.4801 3.6594 -0.140
C -0.4673 4.8728 3.6724 -0.065
H -2.2630 7.4789 2.6550 0.129
H -1.1387 7.5087 3.9914 0.130
H -2.6400 5.0247 3.0735 0.113
H -2.2694 5.4025 4.6590 0.122
H -0.3968 3.7850 3.6711 0.111
H 0.0786 5.2690 4.5286 0.135
C -0.1966 0.0614 -5.6843 -0.165
O -1.0649 -0.1480 -6.7399 -0.129
H -0.6595 -0.3978 -4.8109 0.061
H 0.8153 -0.2631 -5.9273 0.090
H -0.2932 1.1389 -5.5513 0.074
H -1.0207 -1.0947 -6.8931 0.083
C 3.0536 4.9991 -1.0754 -0.184
O 3.2437 5.3334 0.2504 -0.137
H 2.3940 5.7810 -1.4519 0.085
H 3.9769 4.8528 -1.6358 0.072
H 2.5276 4.0454 -1.1197 0.061
H 2.4421 5.2792 0.7758 0.000
C -2.9096 2.1254 1.4761 -0.140
O -2.7729 0.7101 1.4730 -0.144
H -3.8313 2.5234 1.9004 0.089
H -2.0748 2.4682 2.0873 0.062
H -2.7252 2.4497 0.4519 0.052
H -1.9585 0.5355 0.9956 -0.035
N 1.6247 1.6440 -3.1460 0.033
C 1.9256 2.6079 -4.0968 -0.132
C 2.9996 2.1147 -4.8223 -0.112
C 3.1872 0.8008 -4.3490 -0.127
C 2.2493 0.4815 -3.3425 -0.123
H 0.8196 1.8083 -2.5588 0.100
H 1.4797 3.5897 -4.1569 0.100
H 3.5910 2.6128 -5.5763 0.088
H 3.8974 0.1003 -4.7628 0.090
H 2.0878 -0.4069 -2.7501 0.086
N -1.2201 2.0122 -1.5718 -0.005
C -1.6482 1.7892 -2.7869 -0.168
C -1.4432 2.9775 -3.5350 -0.091
C -1.0195 3.9635 -2.6133 -0.083
C -0.8537 3.2975 -1.4091 -0.146
H -1.1698 1.3087 -0.8489 0.077
H -1.9461 0.7757 -3.0114 0.090
H -1.7243 3.1144 -4.5688 0.091
H -0.7318 4.9920 -2.7737 0.101
H -0.4442 3.5706 -0.4478 0.106
N -1.7617 -3.3769 2.6202 0.029
C -0.8933 -4.0213 3.4661 -0.139
C -1.6289 -4.5411 4.5228 -0.114
C -2.9856 -4.2736 4.2364 -0.129
C -3.0507 -3.5070 3.0678 -0.135
H -1.4652 -2.8712 1.7978 0.091
H 0.1686 -3.9781 3.2738 0.099
H -1.3464 -5.1570 5.3638 0.087
H -3.8127 -4.5598 4.8690 0.081
H -3.8731 -3.0583 2.5304 0.099
N 1.8234 -5.4547 -0.3367 0.070
C 2.9997 -5.7861 0.3109 -0.164
C 2.7265 -6.2879 1.5271 -0.124
C 1.3265 -6.1414 1.6958 -0.116
C 0.8333 -5.6469 0.5166 -0.167
H 1.7902 -5.0573 -1.2647 0.087
H 3.9132 -5.6725 -0.2540 0.096
H 3.4379 -6.6306 2.2640 0.094
H 0.8516 -6.2461 2.6601 0.079
H -0.1828 -5.3628 0.2857 0.095
N 3.4046 -2.9097 -2.1579 0.059
C 4.4852 -3.6763 -2.3544 -0.144
C 4.0879 -4.8539 -2.9718 -0.134
C 2.7331 -4.7963 -3.1889 -0.136
C 2.3069 -3.5946 -2.6546 -0.137
H 3.3941 -1.9366 -1.8876 0.089
H 5.4523 -3.2192 -2.2055 0.108
H 4.6950 -5.7023 -3.2513 0.094
H 2.2268 -5.6525 -3.6096 0.109
H 1.3236 -3.1496 -2.6166 0.095
```

# 2
Molecular formula: C6H10N3OP
Method: DFT, wB97M-V/def2-TZVPD

## Properties
Charge ... 0
SMILES string ... CC1=NN(C)P(=C(C)N=O)=C1
HOMO-LUMO gap (spin up / spin down) ... 0.2823 / 0.2822 hartree

Structure (XYZ):
```
21
Properties=species:S:1:pos:R:3:lowdin_charge:R:1
C -1.3981 2.3659 -1.7521 -0.047
C -0.5288 1.2946 -1.2656 -0.495
N 0.6502 1.4188 -0.7405 0.092
N 1.1673 0.2122 -0.2990 -0.383
C 2.4739 0.2978 0.3565 -0.075
P 0.2243 -1.1359 -0.7900 1.053
C -0.4721 -1.3997 1.1541 -0.326
C 0.1384 -2.4260 2.0747 -0.048
N -1.4899 -0.7487 1.3094 -0.121
O -2.2460 -0.1340 0.5742 -0.055
C -0.9691 -0.0358 -1.3099 -0.296
H -2.1581 2.8155 -1.0414 0.105
H -2.0828 1.8469 -2.4645 0.080
H -0.6926 3.0918 -2.1919 0.087
H 3.3154 0.4867 -0.3197 0.090
H 2.4798 1.0365 1.0934 0.065
H 2.6930 -0.5349 0.8553 0.021
H 0.3596 -3.2992 1.4959 0.073
H -0.5666 -2.7627 2.7375 0.056
H 0.9605 -2.1772 2.5363 0.013
H -1.8583 -0.2126 -2.0129 0.108
```

# 3
Molecular formula: C8H8N3O3
Method: DFT, wB97M-V/def2-TZVPD

## Properties
Charge ... -1
SMILES string ... CC(=[NH+]/[O-])/C([O-])=N\N=C/c1ccco1
HOMO-LUMO gap ... 0.2513 hartree

Structure (XYZ):
```
22
Properties=species:S:1:pos:R:3:lowdin_charge:R:1
C -2.6271 -0.5796 -3.0662 -0.056
C -1.4975 -0.5529 -2.0546 -0.148
N -1.6170 -1.5317 -1.1706 -0.130
O -0.8896 -1.8334 -0.1471 -0.143
C -0.6178 0.7091 -1.7307 -0.518
O -0.2683 1.4092 -2.6749 -0.054
N -0.3409 0.9658 -0.4637 0.040
N -0.9306 0.8882 0.6983 -0.021
C -0.3122 0.8550 1.7880 -0.170
C 1.1011 0.6072 2.0736 -0.239
C 2.0432 0.0431 1.2250 -0.030
C 3.2266 0.0340 1.9638 -0.157
C 3.0479 0.4915 3.1706 -0.135
O 1.6857 0.8901 3.2776 -0.012
H -2.5961 -1.4502 -3.5753 0.021
H -2.2296 0.2915 -3.6868 0.094
H -3.6555 -0.2233 -2.8124 0.089
H -2.4016 -2.1520 -1.4008 0.145
H -0.8953 1.0832 2.6780 0.090
H 1.9574 -0.2292 0.2121 0.088
H 4.2240 -0.3722 1.5649 0.128
H 3.5932 0.6567 4.1309 0.119
```